# 1
Entry from OMol25: a structure of composition C22H39Cl2N4O4Y (ωB97M-V/def2-TZVPD).

Structure (XYZ):
```
72
Properties=species:S:1:pos:R:3:lowdin_charge:R:1
Cl -1.796 -0.126 -1.986 0.38
H 2.077 -1.380 1.837 0.09
H 1.961 5.627 -4.571 0.09
C 1.004 3.708 -1.354 -0.05
H -2.692 1.746 3.633 0.10
H -2.963 -0.434 0.176 0.07
C 1.320 1.489 -2.520 -0.50
C -2.830 -3.142 2.200 -0.02
H 2.187 -1.436 4.961 0.09
N 2.625 -3.106 -1.509 -0.17
H -3.422 -3.979 1.796 0.10
H 0.754 3.154 -0.450 0.03
H -4.805 -1.467 2.985 0.09
C 0.989 5.104 -1.360 -0.08
H -4.754 -0.423 1.535 0.11
O 0.083 0.055 1.814 -0.34
C 1.684 5.092 -3.667 -0.10
H 2.511 0.314 5.012 0.10
H 1.955 3.144 -4.556 0.11
Y -0.030 -0.035 -0.304 0.95
C -4.623 -1.453 1.902 -0.06
C 1.805 -4.209 -1.996 0.00
H -0.443 1.050 5.583 0.10
H 0.079 -1.203 -2.816 0.01
H 1.793 -5.020 -1.258 0.10
H 2.450 0.373 1.870 0.10
C 4.058 -3.270 -1.520 -0.03
C 2.302 -0.522 2.487 -0.02
H 4.409 -3.455 -2.543 0.10
N -3.290 -1.897 1.624 -0.19
H 1.323 6.888 -2.523 0.09
H -0.963 -0.722 5.564 0.10
O -1.311 -1.495 0.822 -0.17
H 2.231 -4.586 -2.933 0.10
C -1.145 0.298 5.202 -0.06
C 2.089 -1.973 -1.137 -0.25
H -3.122 1.262 -3.466 0.05
H -1.776 -3.292 1.970 0.09
H 1.029 -0.352 5.673 0.06
C 1.687 3.703 -3.660 -0.05
H -2.120 0.578 5.626 0.09
H -5.357 -2.101 1.411 0.10
C -2.274 1.154 -4.158 -0.22
H -0.285 -0.840 -4.511 0.08
C -1.010 1.652 -3.516 -0.20
O 0.827 -1.886 -1.026 -0.17
H 2.758 -1.118 -0.949 0.15
H -2.497 1.731 -5.042 0.06
H -2.975 -3.117 3.290 0.09
Cl -1.129 1.989 0.714 0.12
H -3.238 0.052 3.669 0.08
O 1.441 1.059 -1.300 -0.31
H 4.349 -4.118 -0.888 0.10
C -2.472 0.732 3.274 -0.08
N -1.140 0.305 3.737 -0.06
C 1.329 5.800 -2.514 -0.11
H 0.791 -3.858 -2.176 0.10
C -0.003 -0.002 3.104 -0.39
H 0.715 5.639 -0.455 0.10
H 2.210 1.148 -3.062 0.13
H -2.206 0.098 -4.429 0.04
C 0.147 0.902 -3.312 -0.34
N 1.243 -0.319 3.510 -0.10
C 1.336 3.012 -2.501 -0.18
C 1.741 -0.444 4.837 -0.09
H 1.380 -0.712 -3.875 0.07
H 3.273 -0.737 2.971 0.10
H 4.521 -2.352 -1.137 0.10
C -2.531 -1.178 0.837 -0.35
H -1.012 2.672 -3.157 0.11
C 0.339 -0.541 -3.671 -0.13
H -2.592 0.767 2.183 0.00
```

As for the molecular weight: 583.39 g mol⁻¹. The LUMO energy is 0.056 eV. The calculation puts the HOMO energy at -6.21 eV.

# 2
Entry from OMol25: an isolated molecule of C22H39IN2O7 (ωB97M-V/def2-TZVPD).

Structure (XYZ):
```
71
Properties=species:S:1:pos:R:3:lowdin_charge:R:1
H -3.342 -4.103 -0.768 0.12
H 2.716 2.345 1.734 0.10
C -6.303 -2.945 -0.266 0.11
H 3.912 4.273 -3.722 0.11
H 4.775 6.350 -4.178 0.12
H -3.703 -3.482 1.830 0.09
H -2.294 -1.027 0.178 0.10
O -1.049 1.669 1.803 -0.13
H 2.364 7.812 -6.659 0.09
O -5.842 -4.356 2.824 -0.07
C -4.093 -4.428 -0.047 -0.13
H -5.943 -5.973 1.489 0.12
C 2.618 2.364 0.646 -0.20
H -5.639 -6.377 3.169 0.11
H -7.184 -2.374 -0.418 0.02
C 3.379 5.041 -3.155 -0.16
H 4.350 3.651 0.530 0.11
H -3.610 -6.516 1.612 0.13
H 1.251 1.153 -0.540 0.11
H -4.354 -5.457 -0.317 0.12
C -5.295 -3.602 -0.174 -0.13
N -2.253 -1.714 0.915 0.12
H 2.903 0.550 -0.457 0.10
H 4.639 1.939 0.093 0.11
H -3.401 -5.672 3.135 0.08
C 3.239 4.556 -1.692 -0.20
C 3.165 8.051 -4.705 -0.54
O 3.561 9.161 -4.881 0.14
C 0.267 -4.465 1.690 -0.24
C -3.906 -5.619 2.169 -0.14
H -0.237 -0.056 0.365 0.14
H 3.130 2.421 -1.965 0.11
H -6.670 -4.143 2.389 0.08
O 3.188 7.481 -3.463 -0.04
C 3.791 3.145 -1.476 -0.22
H 2.089 0.351 2.201 0.11
O -2.988 2.411 2.351 0.09
H -0.179 -6.047 0.263 0.08
H 0.754 -4.406 2.660 0.07
H 4.764 3.076 -1.973 0.11
C 2.587 7.188 -5.798 0.01
N -1.907 2.334 2.759 -0.02
C 2.099 1.003 0.130 -0.18
O -2.034 -4.558 1.132 -0.15
C -5.413 -5.642 2.388 -0.25
H -0.692 -2.647 -0.013 0.17
C 0.177 -5.937 1.288 -0.09
H 2.206 -0.960 1.051 0.12
H -2.575 -1.325 1.791 0.06
H 4.701 6.612 -2.434 0.12
C -1.002 -2.390 1.010 -0.43
C 4.104 6.376 -3.316 -0.17
H 0.901 -3.941 0.971 0.11
C -0.484 0.504 2.427 -0.14
C 0.212 -0.309 1.330 -0.31
H 2.185 4.596 -1.408 0.11
C 1.716 -0.004 1.238 -0.11
I -1.548 -3.317 3.856 0.99
H -0.496 -6.498 1.937 0.08
H 0.227 0.810 3.201 0.13
H 3.785 5.238 -1.032 0.11
H 1.703 6.653 -5.454 0.09
H 2.381 5.139 -3.585 0.11
C 3.946 2.781 0.005 -0.21
H 1.874 3.136 0.426 0.10
C -1.102 -3.742 1.753 -0.72
H 3.328 6.437 -6.088 0.09
H -1.257 -0.090 2.919 0.09
C -3.445 -4.422 1.356 -0.36
O 0.076 -1.690 1.635 -0.14
H 1.177 -6.372 1.337 0.08
```

As for the molecular weight: 570.47 g mol⁻¹. The LUMO energy is -0.142 eV. As for the SMILES: C#CC[C@@H](CCO)O[C@@](I)(CC)[C@@H](N)O[C@H](CCCCCCCCOC(C)=O)CON=O. The calculation puts the HOMO energy at -9.29 eV.

# 3
Entry from OMol25: the ion C22H39N2O with charge +1 (ωB97M-V/def2-TZVPD).

Structure (XYZ):
```
64
Properties=species:S:1:pos:R:3:nbo_charge:R:1
H -2.505 -0.302 0.061 0.19
H -1.045 4.126 -0.218 0.21
H -0.401 1.149 -0.095 0.19
C 5.906 -2.718 -0.030 -0.01
H 3.320 3.144 -1.914 0.21
H 5.463 2.448 -1.079 0.20
H -8.935 -4.441 0.369 0.20
H -5.096 1.305 -0.021 0.20
H -2.354 1.871 1.264 0.19
C 6.557 -1.769 -0.818 -0.21
C -3.098 0.555 -0.267 -0.38
C 6.663 -0.472 -0.366 0.10
H 5.137 -0.638 2.536 0.25
H 4.913 -3.029 1.841 0.28
H -6.776 -3.074 0.273 0.19
O 5.767 -4.995 0.544 -0.55
H 4.095 1.529 1.488 0.21
C 0.976 3.587 -0.663 -0.39
H -9.335 -1.417 0.172 0.19
H 2.148 2.632 0.855 0.19
C 4.581 2.098 -0.537 -0.40
H -4.465 0.461 1.391 0.19
C -0.363 3.307 0.020 -0.39
C -1.013 1.995 -0.414 -0.39
H -9.539 -3.586 -1.050 0.20
C 3.430 3.064 -0.831 -0.39
H 5.751 -3.839 -2.404 0.40
H 7.007 -2.032 -1.762 0.25
H -7.381 -2.223 -1.145 0.19
H 1.282 4.608 -0.421 0.20
H 5.745 -5.489 -1.901 0.43
H -3.025 2.698 -0.139 0.20
H -6.594 -0.910 1.495 0.19
C 2.091 2.634 -0.235 -0.40
C -6.632 -0.931 0.403 -0.39
H 5.005 3.033 1.351 0.24
C -4.511 0.441 0.300 -0.38
C -8.766 -2.290 0.498 -0.39
C 6.226 1.289 1.239 -0.22
H 4.320 1.107 -0.917 0.19
H -7.204 -0.059 0.078 0.19
H -8.732 -2.270 1.589 0.19
H 1.856 1.620 -0.566 0.20
H -1.077 1.969 -1.504 0.19
H 0.847 3.531 -1.746 0.20
H 7.170 0.284 -0.947 0.25
C -7.345 -2.200 -0.053 -0.39
H 3.691 4.055 -0.454 0.20
C 5.522 -0.991 1.591 0.08
C 5.392 -2.302 1.202 -0.18
H -10.483 -3.598 0.440 0.21
H 7.043 1.780 0.708 0.23
C -2.415 1.848 0.174 -0.38
H -4.636 -1.705 0.176 0.19
C -9.474 -3.557 0.036 -0.60
H -5.251 -0.860 -1.245 0.19
C 4.908 2.022 0.954 -0.41
H -3.144 0.526 -1.359 0.19
H 6.437 1.317 2.310 0.23
H -0.224 3.303 1.104 0.19
N 6.154 -0.096 0.814 -0.25
C -5.213 -0.837 -0.153 -0.38
N 5.817 -4.512 -1.662 -0.79
C 5.814 -4.192 -0.356 0.63
```

As for the molecular weight: 347.57 g mol⁻¹. The LUMO energy is -4.640 eV. As for the net charge: +1. As for the SMILES: CCCCCCCCCCCCCCCC[n+]1ccc(C(N)=O)cc1. The energy above the lowest of the compared OMol25 structures with the same formula, charge and spin is 0.000 eV. The calculation puts the HOMO energy at -11.69 eV.

# 4
Entry from OMol25: a cluster of 3 separate species, C22H39N2O14PS in total (ωB97M-V/def2-TZVPD).

Structure (XYZ):
```
79
Properties=species:S:1:pos:R:3:lowdin_charge:R:1
C 2.986 -0.813 -2.821 -0.08
O 0.928 -0.536 1.251 -0.14
O -2.624 0.395 -0.969 -0.05
O -1.610 1.920 -3.146 -0.20
C -4.329 -1.302 -0.477 0.04
H 1.748 -1.641 2.525 0.11
C -8.905 -0.986 1.319 -0.61
C 0.805 -1.768 -2.195 -0.49
C 1.807 1.637 -1.606 -0.12
C -10.834 -1.854 0.312 -0.21
O -0.283 -1.397 -1.413 0.00
O 0.362 0.655 -4.223 -0.21
C 0.867 2.864 -1.426 -0.23
H 3.942 -0.789 0.454 0.07
H 0.392 -0.200 -4.687 0.06
H 8.006 2.487 5.046 0.08
H -6.639 -0.893 2.561 0.10
C -7.035 0.060 2.218 -0.04
C 1.461 0.511 0.475 -0.15
P -0.859 0.483 -3.156 0.35
C 2.627 -1.999 -0.646 -0.10
C 6.263 1.860 3.947 -0.21
H -1.289 -0.398 0.352 0.14
N 3.968 -3.048 -3.264 0.12
H -4.544 -1.920 0.387 0.09
H 2.240 -3.009 -0.692 0.13
O -3.665 0.379 0.977 0.16
H 3.490 0.154 -2.835 0.11
O -9.692 -0.989 0.241 0.03
H 2.975 -3.225 -3.457 0.05
H -6.208 0.682 1.885 0.08
O -9.062 -1.644 2.315 0.12
H 9.446 -0.141 0.812 0.10
H 2.618 3.976 -1.476 0.06
O 7.297 -0.187 2.551 0.12
C -0.233 0.055 -1.411 -0.33
H 7.849 0.744 4.903 0.07
C 4.102 -1.857 -2.916 -0.25
H -1.147 1.330 0.177 0.13
O 0.717 -2.486 -3.092 0.19
H -7.556 0.570 3.029 0.10
C 1.279 0.275 -1.033 -0.24
C 3.543 -1.768 0.234 0.03
C 2.006 -0.982 -1.613 -0.21
H 2.534 0.595 0.634 0.12
H 7.879 -0.650 0.118 0.09
H -11.193 -1.959 -0.711 0.12
C 7.359 0.927 2.097 -0.61
H -12.190 -0.264 0.835 0.08
H 0.408 3.090 -2.384 0.09
H 2.465 -0.865 -3.775 0.11
H 2.069 1.573 -2.661 0.10
H 5.552 1.034 3.909 0.12
C -11.929 -1.266 1.178 -0.07
H -3.810 -1.900 -1.225 0.08
H -5.265 -0.937 -0.901 0.10
H -12.819 -1.894 1.148 0.08
O 7.930 1.268 0.938 0.00
C 8.566 0.183 0.259 -0.04
H 5.695 2.770 4.132 0.12
O -7.915 -0.116 1.104 0.00
H -11.606 -1.179 2.215 0.07
H 3.970 -2.578 0.806 0.08
S -2.084 -0.818 -3.910 0.39
H 5.118 -1.517 -2.707 0.10
H 1.705 4.225 -0.108 0.06
H 1.010 1.451 0.803 0.13
H -10.537 -2.844 0.657 0.12
O 1.745 -0.684 2.381 0.00
C -3.518 -0.098 -0.069 -0.55
H 2.740 1.833 -1.073 0.12
C -1.312 0.408 -0.380 -0.10
H 0.162 2.775 -0.607 0.10
H -1.469 2.290 -4.034 0.09
C 7.287 1.666 5.046 -0.07
N 1.683 4.066 -1.105 0.00
H 6.798 1.622 6.020 0.08
O 6.887 2.037 2.666 0.03
H 8.876 0.552 -0.715 0.09
```

As for the molecular weight: 618.60 g mol⁻¹. The LUMO energy is 0.184 eV. As for the SMILES: [H]/N=C\C[C@]1(C=C)C(=O)O[C@](COC(C)=O)(P(O)(O)=S)[C@@]1(CCN)COO.CCOC(=O)OC.CCOC(=O)OC. The calculation puts the HOMO energy at -8.80 eV.

| no. | energy (eV) |
| --- | --- |
| 1 | -63686.5343 |
| 2 | -48854.0811 |
| 3 | -28469.8397 |
| 4 | -75212.3717 |